The following is a quantum chemistry calculation of a 2-piece molecular cluster, CH6NS overall, from OMol25.

Last column: Löwdin charge in e.
CARTESIAN COORDINATES (ANGSTROEM)
S: -1.395 -0.437 -0.908  0.01
N: 1.338 -1.702 0.518  -0.08
C: -0.906 1.344 -0.440  -0.67
H: 0.658 -1.254 -0.160  -0.13
H: -0.253 1.728 0.410  0.01
H: 1.021 -2.358 1.316  0.02
H: -0.444 1.785 -1.306  -0.05
H: 1.846 -0.910 0.913  -0.04
H: -1.866 1.805 -0.343  -0.06

The charge is -1. Its multiplicity is 1. Its relative energy (zero: lowest compared OMol25 entry of this formula, charge and spin) is 0.718 eV. The calculation puts the max |F| at 0.0574 Eh/bohr. The calculation puts the HOMO-LUMO gap at 0.253 Eh.



The following is a quantum chemistry calculation of a 2-piece molecular cluster, C6H6N2O2 overall, from OMol25.

Last column: Löwdin charge in e.
CARTESIAN COORDINATES (ANGSTROEM)
O: -2.400 0.783 -1.907  0.06
O: 0.024 -1.524 1.555  0.03
N: -0.126 0.434 -2.037  0.06
N: -1.283 -0.727 -0.349  0.16
C: -1.421 0.184 -1.466  -0.46
C: 1.003 -0.139 -1.541  -0.16
C: -0.068 -1.047 0.402  -0.41
C: 1.126 -1.012 -0.512  -0.01
C: 2.127 1.408 2.726  -0.06
C: 1.200 1.452 3.439  -0.06
H: 3.161 1.503 2.351  0.04
H: -0.109 1.394 -2.739  0.26
H: 2.153 -1.479 -0.348  0.13
H: -2.151 -0.499 0.336  0.21
H: 1.898 0.165 -2.134  0.13
H: 0.118 1.813 3.776  0.09

The charge is 0. As for the SMILES: O=c1cc[nH]c(=O)[nH]1.C#C. Its multiplicity is 1. Its relative energy (zero: lowest compared OMol25 entry of this formula, charge and spin) is 3.757 eV. The calculation puts the max |F| at 0.1409 Eh/bohr. The calculation puts the HOMO-LUMO gap at 0.356 Eh.



The following is a quantum chemistry calculation of C35H44GeKN6O2Se as an isolated structure, from OMol25.

Last column: Löwdin charge in e.
CARTESIAN COORDINATES (ANGSTROEM)
Se: -0.287 1.943 3.146  0.94
Ge: 0.027 5.272 3.660  0.82
K: 0.668 0.336 0.280  0.74
O: 0.068 2.486 0.295  -0.30
O: 2.253 -1.263 -0.189  -0.21
N: 2.253 1.551 -1.011  -0.08
N: 1.842 2.847 -1.157  0.04
N: -0.782 -1.832 1.426  -0.17
N: -2.541 -0.085 0.030  0.11
N: 1.616 -0.306 2.614  -0.01
N: -0.628 -1.454 -1.363  0.09
C: 4.111 2.207 -2.455  -0.06
C: -0.219 -2.839 0.561  -0.15
C: 3.923 -0.870 2.517  -0.05
C: -4.038 -1.913 -0.224  -0.03
C: 0.659 6.786 -1.682  -0.10
C: -1.054 4.875 -0.673  -0.06
C: 3.610 -2.213 2.614  -0.07
C: 0.754 3.183 -0.507  -0.55
C: -0.597 -3.804 -1.717  -0.02
C: -1.970 2.215 2.258  -0.40
C: 2.881 0.045 2.510  -0.13
C: -4.266 0.015 -1.609  -0.06
C: -0.759 -2.327 -3.574  -0.06
C: -1.541 6.126 -0.998  -0.12
C: -0.681 7.093 -1.494  -0.12
C: -3.170 0.542 -0.948  -0.12
C: -0.746 -1.281 -2.664  -0.11
C: -0.697 -3.623 -3.083  -0.07
C: 1.306 -1.590 2.676  -0.30
C: 3.248 -1.227 -0.966  -0.50
C: -0.428 3.463 4.393  -0.60
C: -0.164 -1.882 2.739  -0.14
C: -2.219 -1.941 1.523  -0.13
C: 3.328 1.199 -1.636  -0.37
C: -0.539 -2.685 -0.888  -0.26
C: 2.278 -2.583 2.678  -0.03
C: 0.415 6.354 5.318  -0.23
C: 1.142 5.533 -1.360  -0.04
C: -1.528 6.085 2.720  -0.21
C: -4.720 -1.241 -1.228  -0.07
C: 3.958 -2.563 -1.257  -0.05
C: -2.945 -1.300 0.373  -0.27
C: 3.803 -0.134 -1.603  -0.07
C: 0.292 4.560 -0.841  -0.15
C: 1.593 5.245 2.460  -0.19
H: -1.056 8.079 -1.740  0.09
H: 3.311 -3.384 -0.956  0.06
H: 2.179 5.284 -1.509  0.10
H: -1.437 3.459 4.808  0.00
H: 4.176 -2.656 -2.319  0.06
H: 1.434 4.478 1.708  0.00
H: 4.898 -2.634 -0.707  0.06
H: 4.396 -2.957 2.603  0.10
H: -5.596 -1.685 -1.681  0.10
H: -0.479 -3.861 0.904  0.13
H: 4.689 -0.336 -2.193  0.08
H: 0.870 -2.733 0.603  0.10
H: -4.769 0.571 -2.385  0.10
H: 0.268 3.232 5.202  -0.01
H: -2.022 1.459 1.479  -0.02
H: 4.472 2.992 -1.794  0.06
H: -1.442 7.167 2.694  0.01
H: -2.779 1.521 -1.189  0.12
H: -1.698 4.098 -0.290  0.10
H: 4.949 1.741 -2.969  0.05
H: -0.819 -0.250 -2.987  0.12
H: -0.543 -4.797 -1.295  0.11
H: 1.299 5.980 5.828  0.00
H: 1.998 -3.626 2.717  0.11
H: -0.419 6.302 6.014  0.00
H: -1.542 5.728 1.696  -0.02
H: 4.951 -0.547 2.452  0.10
H: -2.538 -2.997 1.626  0.13
H: 0.586 7.398 5.075  0.00
H: -2.592 6.356 -0.863  0.10
H: -0.613 -1.096 3.350  0.10
H: 1.321 7.543 -2.085  0.09
H: -2.470 5.823 3.194  0.01
H: 1.720 6.195 1.949  0.02
H: 3.064 1.106 2.423  0.12
H: -0.695 -4.477 -3.749  0.10
H: -2.799 2.117 2.962  0.02
H: -0.798 -2.138 -4.636  0.10
H: 3.444 2.673 -3.177  0.06
H: -1.961 3.202 1.807  0.00
H: -4.370 -2.886 0.111  0.11
H: 2.507 5.015 3.001  0.01
H: -0.335 -2.863 3.221  0.13
H: -2.534 -1.404 2.422  0.13

The charge is -1. Its multiplicity is 1. Its relative energy (zero: lowest compared OMol25 entry of this formula, charge and spin) is 1.958 eV. The calculation puts the max |F| at 0.0473 Eh/bohr. The calculation puts the HOMO-LUMO gap at 0.175 Eh.



The following is a quantum chemistry calculation of C34H27AlBr2ClO4 as an isolated structure, from OMol25.

Last column: Löwdin charge in e.
CARTESIAN COORDINATES (ANGSTROEM)
Br: -1.540 3.218 -2.763  0.61
Br: -4.028 0.988 -2.674  0.56
Cl: -2.412 0.044 1.200  0.47
Al: -4.916 1.760 0.406  0.19
O: 4.100 1.704 -9.277  0.10
O: 1.175 4.668 -5.895  0.12
O: -1.842 -4.228 5.505  0.12
O: 3.047 -4.417 7.706  0.10
C: 2.595 -2.482 5.734  -0.01
C: -3.683 2.124 -1.180  -0.82
C: 1.936 -4.349 7.223  -0.28
C: 4.296 4.482 -9.490  -0.01
C: 0.844 -5.255 7.689  -0.08
C: 2.749 6.016 -7.762  0.00
C: 2.612 1.734 -7.442  -0.09
C: -1.432 -6.042 7.584  0.00
C: 2.319 -1.563 4.736  -0.06
C: 4.332 5.864 -9.567  -0.07
C: 3.456 2.369 -8.492  -0.28
C: -2.272 3.870 -0.069  -0.18
C: 3.555 6.630 -8.704  -0.06
C: 0.339 -3.321 5.570  -0.08
C: 2.715 4.630 -7.677  -0.08
C: 0.108 -7.001 9.163  -0.07
C: 1.059 -1.525 4.149  -0.04
C: 1.856 2.504 -6.553  -0.08
C: -0.744 -4.244 6.015  -0.28
C: -4.688 -0.090 2.744  -0.39
C: 1.077 0.499 -5.486  -0.04
C: -3.942 -1.096 3.619  -0.16
C: -1.164 -6.939 8.603  -0.06
C: 1.109 -6.162 8.707  -0.01
C: 2.590 0.348 -7.349  -0.01
C: -4.235 0.049 1.297  -0.75
C: 1.609 -3.365 6.155  -0.09
C: 0.070 -2.401 4.565  0.01
C: -2.690 2.992 -1.220  -0.85
C: -0.430 -5.197 7.123  -0.08
C: 3.487 3.860 -8.547  -0.08
C: 1.823 -0.267 -6.374  -0.06
C: 1.849 3.992 -6.638  -0.28
C: 1.090 1.880 -5.575  0.01
H: -5.733 -0.410 2.690  0.10
H: -4.551 -0.819 0.715  0.04
H: 0.510 2.475 -4.884  0.08
H: -6.427 1.552 -0.128  -0.10
H: 4.964 6.347 -10.300  0.10
H: -3.119 4.456 0.287  0.06
H: 3.571 -2.526 6.197  0.12
H: 2.141 6.596 -7.082  0.12
H: 1.806 -1.346 -6.304  0.11
H: 3.176 -0.234 -8.047  0.12
H: -4.822 2.939 1.511  -0.07
H: 0.478 0.021 -4.722  0.12
H: 4.889 3.871 -10.156  0.12
H: -4.666 0.895 3.220  0.08
H: -3.837 -2.054 3.104  0.07
H: -2.947 -0.732 3.882  0.04
H: -2.413 -5.982 7.135  0.12
H: 3.581 7.710 -8.768  0.10
H: 0.844 -0.809 3.367  0.11
H: -1.468 4.538 -0.365  0.04
H: -4.483 -1.271 4.552  0.06
H: -0.913 -2.372 4.115  0.12
H: 0.316 -7.706 9.957  0.10
H: 2.103 -6.196 9.132  0.12
H: -1.921 3.246 0.757  0.06
H: 3.086 -0.873 4.412  0.11
H: -1.946 -7.594 8.963  0.10

The charge is -1. Its multiplicity is 1. The calculation puts the max |F| at 0.0085 Eh/bohr. The calculation puts the HOMO-LUMO gap at 0.213 Eh.



The following is a quantum chemistry calculation of one molecule with the formula C2H2ClN3, from OMol25.

Last column: Löwdin charge in e.
CARTESIAN COORDINATES (ANGSTROEM)
Cl: -1.902 0.043 -0.057  0.66
N: 0.453 -1.028 -0.005  -0.02
N: 1.733 -0.720 -0.107  -0.02
N: 1.935 0.595 -0.020  0.03
C: -0.195 0.070 0.264  -0.73
C: 0.680 1.112 0.009  -0.16
H: 0.095 -1.895 0.289  0.14
H: 0.483 2.152 -0.032  0.09

The charge is 0. As for the SMILES: Clc1cnn[nH]1. Its multiplicity is 1. Its relative energy (zero: lowest compared OMol25 entry of this formula, charge and spin) is 1.559 eV. The calculation puts the max |F| at 0.0904 Eh/bohr. The calculation puts the HOMO-LUMO gap at 0.380 Eh.